Here is one molecule with the formula C5H11NO2 in a non-equilibrium geometry from the OMol25 dataset. Energies are from the ωB97M-V functional and the def2-TZVPD basis.

Values from the calculation:
SMILES   C[C@@H](O)[C@@]1(CN)CO1
F_max   7.0 eV/Å
Gap between HOMO and LUMO   10.2 eV
Spin multiplicity   1
LUMO   0.842 eV

Cartesian coordinates (Å):
O -2.308 0.061 -0.138
O -0.211 1.181 1.187
N 2.236 -0.696 0.327
C -1.008 -0.354 -0.372
C -0.417 2.010 -0.159
C -0.013 0.585 0.034
C 1.387 0.257 -0.502
C -0.975 -1.772 0.366
H -1.997 -2.135 0.301
H -0.728 -1.629 1.510
H 0.504 2.671 -0.285
H 1.492 -0.097 -1.581
H 3.150 -0.838 -0.173
H -1.147 -0.631 -1.542
H -0.251 -2.401 -0.364
H 2.344 -0.185 1.292
H -2.272 0.102 0.909
H -1.418 2.529 -0.116
H 1.631 1.341 -0.694